Density functional theory data (ωB97M-V/def2-TZVPD) for a molecular structure, C12H36Mn2NO9.

```
60
Properties=species:S:1:pos:R:3:forces:R:3
H 1.00733 3.30558 -2.26275 -0.20 -0.35 -1.47
C 3.97571 0.32452 1.85002 -1.25 -1.02 1.69
H 3.43497 -1.25081 3.19257 0.41 -0.19 0.03
H 3.28402 1.02637 2.31592 0.09 0.31 -0.21
H -3.04996 -0.84310 3.16151 -0.51 -0.85 -0.12
H 2.39416 -1.20340 1.84106 -0.05 0.29 -0.40
H 4.02872 -1.82922 1.59724 0.07 -0.08 0.21
H 0.96288 4.51890 0.27405 -0.10 -0.37 0.01
H -1.29759 0.21081 -4.27523 -0.27 0.26 -0.54
H 0.17535 -4.13701 -3.28908 0.20 0.54 -0.09
O 1.41038 0.24448 -0.92205 0.02 -1.97 -2.42
H -0.57550 3.77985 -4.30382 0.01 0.30 -0.02
H 0.21043 -2.51596 -1.44119 -0.45 0.48 0.36
H 4.95336 0.47806 2.30688 0.16 0.07 -0.52
O -1.33573 -2.79102 1.18896 -0.61 -0.27 -0.57
H -1.62964 1.32753 2.08180 -0.18 -0.46 -0.59
H 4.66678 0.02762 0.06457 0.24 -0.13 -0.46
H -1.34913 -3.42588 -3.86139 0.06 -0.20 -0.16
H -1.63082 -4.56744 3.02081 0.14 -0.30 0.11
H -1.43981 -0.26682 4.63687 0.18 -0.10 0.16
C -0.74477 -3.64098 -2.98015 -0.47 -0.29 -0.08
H -0.09964 2.13146 -5.61969 -0.46 -0.36 -0.05
H -0.76320 0.89700 -2.82381 0.39 0.25 0.33
C 0.05748 1.97983 -4.55179 -1.23 -1.06 -0.30
H -1.97240 1.79235 -3.67070 -0.12 -0.10 -0.49
H -1.40091 -3.67827 0.82823 -0.26 -0.28 -0.36
C 3.44052 -1.07306 2.11718 0.02 -0.01 0.55
O 3.93192 0.51880 0.43917 0.39 1.29 -0.98
C -2.09627 0.71201 2.85088 1.15 2.35 0.79
C -1.08368 1.18074 -3.82626 1.01 0.02 -0.09
Mn -2.42999 -1.19434 0.36101 1.43 -0.45 0.24
O -0.31488 -0.42312 0.23430 -1.34 -1.10 -0.17
H 1.00597 1.44388 -4.51689 0.11 0.19 0.47
C -0.50086 -2.90666 2.34460 1.07 -0.25 1.44
C -0.57653 -2.35998 -2.17907 1.93 -1.04 -1.72
H -2.00734 -3.13229 3.89431 0.10 0.09 0.27
H -2.44008 -1.86254 -2.31919 -0.17 -0.18 -0.39
N 0.59785 0.32728 0.00143 2.49 2.83 0.46
C -1.02658 0.39428 3.87510 -0.39 0.36 0.22
H -0.73166 1.31788 4.37319 0.04 -0.03 0.05
H -0.13804 -0.04606 3.42267 -0.10 0.00 0.00
H -2.91528 1.32558 3.22619 0.13 0.03 0.39
H -1.52017 4.89995 -0.68271 0.31 0.22 0.75
O 0.87163 1.29839 0.72970 -0.72 0.97 1.95
H -1.25915 -4.41899 -2.41603 -0.19 0.13 0.24
O -1.80014 -1.98407 -1.61399 -2.33 0.87 2.17
H -0.49203 -4.01932 4.25883 0.05 0.21 -0.15
C -0.91399 4.00563 -0.82707 0.03 0.36 0.51
C -1.17040 -3.68867 3.47233 -0.69 0.43 -0.63
Mn 2.76176 1.98916 -0.49591 -1.51 -0.47 0.04
C 0.61850 4.33642 -0.74390 -2.83 1.72 -0.01
H -0.32341 -1.54657 -2.85905 0.60 -0.02 0.15
H 0.40168 -3.46043 2.08599 0.06 0.12 -0.42
H -1.37011 3.71063 -1.77208 1.04 -0.36 -0.50
H -1.21716 3.24495 -0.10766 0.09 0.08 0.21
O 0.15611 3.25468 -3.97136 0.78 0.45 0.95
H -0.19460 -1.88838 2.58420 -0.18 -0.19 0.18
O 1.37033 3.34950 -1.37512 2.06 -1.75 0.47
H 0.76385 5.27082 -1.28599 0.18 0.08 0.05
O -2.67025 -0.47057 2.36235 -0.42 -1.07 -1.51
```
Forces are in eV/Å.

Its multiplicity is 11. The LUMO energy (spin up / spin down) comes out at -9.603 / -10.041 eV. The calculation puts the HOMO-LUMO gap (spin up / spin down) at 8.64 / 8.21 eV. For the molar mass, the calculation gives 448.29 g mol⁻¹. Its total charge is +3. The value obtained for the maximum force is 0.074 Eh/bohr. The relative energy (zero: lowest compared OMol25 entry of this formula, charge and spin) is 85.44 kJ/mol.